(1)
Density functional theory data (ωB97M-V/def2-TZVPD) for a structure of composition C38H50NOP2RuS5Sb.

Output
- HOMO (alpha / beta): -3.42 / -3.73 eV
- Energy above the lowest of the compared OMol25 structures with the same formula, charge and spin: 97.24 kJ/mol
- Calculated total energy: -125633.4934 eV
- E_LUMO (alpha / beta): 2.223 / 2.165 eV

Geometry as ORCA input:
```
! RIJCOSX wB97M-V def2-TZVPD def2/J DEFGRID3
* xyz -1 2
C 2.1131 -1.9948 -3.7436
H -1.3714 -3.2763 1.1153
H -4.3781 1.0066 -2.0584
H 4.4656 -0.6057 2.1915
H -3.3579 0.5932 3.5859
S -3.1074 -0.5892 -3.9637
H 3.1916 -5.5855 1.6074
C 0.4983 5.0467 0.0986
C 1.3389 0.1160 1.0802
C 3.3816 -0.6470 2.1213
Ru -1.2176 -0.3516 -0.8209
P -1.5982 1.8369 -1.4315
H -1.1631 4.7642 -1.1971
C 1.4875 2.9802 0.9264
H 0.9617 2.4464 -2.9236
H 1.7213 -4.1647 -6.3117
C 0.5966 2.1805 0.1571
C -0.7153 1.4959 3.6563
H -2.8604 3.0026 0.9295
O 0.0191 -2.5532 -0.4988
H 0.5029 1.8806 -4.5431
H -1.3173 1.8063 1.6526
C 1.4297 4.3610 0.8802
C 3.9620 -2.5966 -0.7177
H 3.2998 0.7991 0.5235
H 1.3216 -4.2206 0.6512
H 2.5189 -1.0151 -3.5124
H -0.9590 -3.6770 2.7786
S 1.2908 -1.9996 -1.1463
C 1.2977 -1.5752 2.8065
H 2.1297 4.9320 1.4872
C -1.1695 2.1832 -3.2004
H 1.1505 6.9942 0.7573
H 5.5348 -5.0092 1.0662
C 0.9643 -4.4649 -4.3252
C -1.5527 1.0968 2.4403
H -3.3411 2.2171 2.9074
H -1.8468 1.5451 -3.7626
H 4.3514 -2.7601 3.5553
H -0.8690 -1.7566 4.4811
C -0.3735 2.8662 -0.5899
H -2.3253 -0.7734 4.5495
H 4.1713 -1.7495 -1.3634
H -2.3200 4.0621 -3.4444
N 0.5253 0.8201 0.1834
H 0.2879 -4.4475 -2.2717
C 2.3583 -3.9984 0.4218
H -0.5498 6.9313 0.2967
C -3.2457 2.6745 -1.1938
H 3.6196 -1.8327 4.8641
H 2.8020 -3.2568 4.2291
H 0.4792 0.7577 -3.1823
C 0.2849 1.7815 -3.4737
C 0.6354 -0.7331 1.9252
H -0.5757 4.2790 -3.2434
C 2.6867 -1.5289 2.9394
C -1.9045 -1.6894 4.1419
H -4.3703 1.0467 -0.3070
Sb -3.4720 -1.7504 -0.6874
S -5.2078 -1.3964 0.7341
S -1.2729 -1.1488 -3.1690
H 0.3465 1.5681 3.4104
H -1.2219 3.6609 -4.7597
C 2.7323 0.1530 1.1852
C -1.7276 -3.2225 2.1425
H 0.6994 6.9444 -0.9434
H -0.8163 0.7931 4.4855
H -4.3700 3.6870 0.3410
H -1.0382 2.4804 4.0115
H 2.7351 -1.9686 -5.7961
H 6.0270 -3.0835 -0.4158
C 3.4035 -2.3901 3.9496
C 1.4418 -2.7191 -2.7778
C -0.3953 4.2630 -0.6136
P -1.1512 -0.5244 1.6278
H 2.2104 2.5073 1.5757
C -1.3428 3.6305 -3.6717
H -5.3484 2.2081 -1.1922
C 0.4463 6.5550 0.0474
H -2.4529 -2.5255 4.5895
C -2.0382 -1.7843 2.6175
C 4.7217 -4.4257 0.6501
H -2.8279 4.4849 -0.0056
H -2.6289 -3.8364 2.2126
C 0.8526 -3.9412 -3.0467
C 5.0000 -3.3439 -0.1837
C -4.3954 1.6677 -1.1950
C 2.2266 -2.5289 -5.0220
H 0.4981 -5.4147 -4.5602
H -3.6603 0.8191 1.8731
H -3.0818 -1.5810 2.3595
H 0.7360 -2.2591 3.4328
C 1.6531 -3.7603 -5.3099
H -3.3796 3.3205 -2.0608
C -3.3197 3.5151 0.0856
C 2.6528 -2.9391 -0.4163
C 3.4068 -4.7496 0.9525
S -4.4711 -1.7938 -2.9516
C -3.0602 1.1778 2.7129
*
```

***

(2)
Density functional theory data (ωB97M-V/def2-TZVPD) for the ion C24H23F3N with charge +1.

Output
- HOMO: -11.04 eV
- Energy above the lowest of the compared OMol25 structures with the same formula, charge and spin: 9.70 kJ/mol
- Structure (SMILES): FC(F)(F)c1cccc(C2=CC[N@@H+](CCc3ccc4ccccc4c3)CC2)c1
- Calculated total energy: -34898.8484 eV
- E_LUMO: -2.712 eV

Geometry as ORCA input:
```
! RIJCOSX wB97M-V def2-TZVPD def2/J DEFGRID3
* xyz 1 1
C 4.0063 -1.1913 0.3854
H -0.6729 0.8986 1.3285
C 5.0132 3.5094 -0.0536
H 1.0963 -3.9000 -0.6168
H -3.1031 -2.3478 0.3507
C -5.5639 1.8425 1.1279
H 1.2295 -0.2457 0.3255
H 3.2354 -3.1669 -1.3551
C -5.4615 0.9618 0.0625
F -7.6509 1.5365 -0.6601
H 2.0337 -2.2090 -2.2106
C -0.8237 -0.0769 0.8964
C 0.4311 -0.8769 0.7254
H 5.5272 4.3971 0.2815
C 3.5344 2.4672 -1.6388
H -1.0800 -3.6839 -0.3500
H 2.9068 2.5158 -2.5169
C -2.2121 -1.8700 -0.0589
H -6.4589 2.4280 1.2657
H -2.3662 -1.7727 -1.1379
C 1.4279 -2.9203 -0.2660
C -6.5792 0.7949 -0.9326
H 5.2913 -0.1314 1.7056
H 2.4014 0.1276 -2.2954
C 2.4859 -2.3820 -1.2308
C 5.1634 2.3299 0.6213
H -4.2814 -0.4684 -0.9765
H -2.5510 1.2724 2.5382
C -2.0394 -0.5044 0.5584
C 4.1935 3.5783 -1.1915
H 1.8425 -3.0355 0.7368
C -3.2482 0.3086 0.7525
C 3.0180 0.0653 -1.4079
H -0.9303 -2.9905 1.2771
N 0.2346 -2.0352 -0.1822
C 3.1749 -1.1289 -0.7518
H 5.7957 2.2707 1.4946
F -6.9890 -0.4862 -0.9974
C -4.3209 0.1958 -0.1272
C -4.5007 1.9488 2.0100
C 4.5014 1.1647 0.1836
C 4.6480 -0.0754 0.8404
C 3.6725 1.2349 -0.9675
C -1.0021 -2.7527 0.2142
F -6.1799 1.1167 -2.1774
H 0.0727 -1.6519 -1.1213
H -4.5692 2.6230 2.8490
H 0.7653 -1.2558 1.6976
H 4.0906 4.5174 -1.7132
H 4.1490 -2.1400 0.8824
C -3.3579 1.1939 1.8264
*
```

***

(3)
Density functional theory data (ωB97M-V/def2-TZVPD) for a cluster of 2 separate species, C4H12N2O2 in total.

Output
- HOMO: -8.24 eV
- Energy above the lowest of the compared OMol25 structures with the same formula, charge and spin: 850.49 kJ/mol
- Calculated total energy: -11410.4021 eV
- E_LUMO: -4.174 eV

Geometry as ORCA input:
```
! RIJCOSX wB97M-V def2-TZVPD def2/J DEFGRID3
* xyz 0 1
C -0.9762 1.1637 0.8329
H 3.3937 0.8439 0.2341
N -2.2144 0.3975 1.2829
H -3.8271 -0.7990 -1.1461
H 4.5001 -0.5498 -0.4237
C 3.6267 -0.2100 0.1717
H 3.6643 -0.5694 1.2159
H 2.0537 -1.6439 -0.0328
C -0.0886 0.0602 0.1341
O -0.4450 -0.0267 -1.2640
H -0.4633 1.5892 1.7272
C 2.2420 -0.6137 -0.3367
H 2.1750 -0.6214 -1.4246
O -2.7777 -0.8034 -1.0897
H -1.2686 1.9610 0.1490
H -0.4919 -0.8876 0.5495
N 1.3756 0.2319 0.4476
H -2.7714 0.8909 1.9335
H -2.7470 -0.0487 0.4186
H -1.3875 -0.3314 -1.2963
*
```

***

(4)
Density functional theory data (ωB97M-V/def2-TZVPD) for the molecule C2H5Br2OPS.

Output
- HOMO: -9.77 eV
- Energy above the lowest of the compared OMol25 structures with the same formula, charge and spin: 137.71 kJ/mol
- Structure (SMILES): CCOP(=S)(Br)Br
- Calculated total energy: -164411.7823 eV
- E_LUMO: -2.136 eV

Geometry as ORCA input:
```
! RIJCOSX wB97M-V def2-TZVPD def2/J DEFGRID3
* xyz 0 1
Br -4.0238 -2.0361 -0.3582
H -0.9698 0.5682 -1.2718
C 0.6453 0.4842 0.3752
C -0.7171 0.0901 -0.1628
H 1.0236 1.2951 -0.1918
H 1.3797 -0.2285 0.2621
H 0.5221 0.7853 1.5296
S -4.1143 0.9446 2.4341
O -1.7294 0.3483 0.9061
H -0.6519 -0.9938 -0.3760
Br -3.6345 1.5842 -1.1171
P -3.2783 0.4547 0.7662
*
```

***

(5)
Density functional theory data (ωB97M-V/def2-TZVPD) for a structure of composition C30H29N4O3Zr.

Output
- HOMO (alpha / beta): -14.50 / -14.49 eV
- Calculated total energy: -44938.5837 eV
- E_LUMO (alpha / beta): -9.982 / -9.982 eV

Geometry as ORCA input:
```
! RIJCOSX wB97M-V def2-TZVPD def2/J DEFGRID3
* xyz 3 1
H 3.3179 -4.1366 1.0185
H -2.2654 7.8300 3.0880
H 0.0074 1.6539 -4.4852
C 0.4903 4.8166 -1.3172
H -1.8397 8.6003 1.5468
C 2.6095 0.9116 0.6832
H -2.9421 -0.5525 0.6980
C 1.6673 -5.1897 0.0992
C -1.9667 -1.3154 2.9958
N -0.2906 -2.2894 1.6018
C -1.1918 -1.5429 4.1222
C 0.7888 6.1377 -0.9111
C 0.4543 -2.5194 2.7052
H 2.5128 -3.1130 -3.0853
Zr 0.4515 -2.8694 -0.3260
C -2.3007 -1.4127 0.4952
H -3.9959 -2.1904 -0.5749
H 3.2406 1.3269 1.4482
C 2.2264 -3.6305 -2.1718
H 1.6157 6.6435 -1.3842
O -1.7838 6.5264 1.6450
H -1.5509 -1.2728 5.1008
H 0.7438 -4.8355 -3.1659
H 0.2755 -6.2397 -1.1777
N 1.4098 -0.9910 -0.1549
C 0.0578 6.7485 0.0728
C 0.2652 1.1354 -3.5766
H 0.3107 7.7494 0.3844
O -1.3425 -4.2107 0.0247
C -0.6276 4.1519 -0.7424
H -2.9378 -0.8523 3.0807
C 2.9380 -3.4202 -0.9823
C -1.3573 4.7658 0.2251
H -0.6773 -0.6920 -4.1472
H 0.6969 -2.3103 4.8219
N 1.2938 4.2358 -2.2229
C -3.2242 -2.5835 0.0902
H -2.2079 4.2878 0.6837
H 1.5572 -5.8907 0.9244
C 0.0553 -2.1433 3.9713
C -1.0270 6.0732 0.6760
C 1.2263 -4.6108 -2.2192
H -3.7355 -2.9742 0.9750
H -1.6859 -4.7397 0.7696
C 0.2044 -0.8404 -2.1945
C 0.9538 -5.3949 -1.0910
C -0.1135 -0.1651 -3.3919
C -1.4889 -1.6787 1.7403
C 0.9389 1.8648 -2.5594
H -0.5512 7.9208 2.5877
C 2.2374 1.6956 -0.4148
C -1.5802 7.7991 2.2421
H 3.7866 -2.7411 -0.9709
C 2.1859 -0.3924 0.7767
H -3.2192 -4.5258 -0.8499
H -0.8938 3.1633 -1.0917
H 2.4953 -1.0023 1.6226
C -2.5150 -3.7025 -0.6773
H 1.4016 -3.0406 2.5548
N 1.1869 3.1320 -2.7170
O -0.2154 -2.0967 -1.8986
H -2.1401 -3.3405 -1.6483
C 1.0115 -0.2124 -1.2378
C 2.6600 -4.1995 0.1533
H -1.6406 -1.1625 -0.3523
H 2.6122 2.7026 -0.4970
C 1.4213 1.1510 -1.3880
*
```

***

(6)
Density functional theory data (ωB97M-V/def2-TZVPD) for the molecule CHBrINO2.

Output
- HOMO (alpha / beta): -8.12 / -10.30 eV
- Energy above the lowest of the compared OMol25 structures with the same formula, charge and spin: 60.81 kJ/mol
- Calculated total energy: -84774.9575 eV
- E_LUMO (alpha / beta): 0.407 / -4.068 eV

Geometry as ORCA input:
```
! RIJCOSX wB97M-V def2-TZVPD def2/J DEFGRID3
* xyz 0 3
N -0.3741 0.2873 0.8396
C -0.1531 -0.1227 -0.5927
H -0.1332 0.6508 -1.4807
O -0.4768 -0.5841 1.6833
I 2.3754 0.1308 -0.4768
O -0.4308 1.4470 0.9998
Br -0.8073 -1.8092 -0.9725
*
```

***

(7)
Density functional theory data (ωB97M-V/def2-TZVPD) for a cluster of 16 separate species, H32O16 in total.

Output
- HOMO: -8.80 eV
- Energy above the lowest of the compared OMol25 structures with the same formula, charge and spin: 521.77 kJ/mol
- Calculated total energy: -33279.5261 eV
- E_LUMO: -0.770 eV

Geometry as ORCA input:
```
! RIJCOSX wB97M-V def2-TZVPD def2/J DEFGRID3
* xyz 0 1
H -0.7155 -0.1248 0.5458
H 1.3305 1.4652 0.2158
H 3.2615 -0.2688 -0.7762
H -2.0155 0.9312 2.9058
H -1.5295 -2.2908 0.7398
H -2.2975 -1.4758 -0.1792
O -0.2185 2.7122 -1.9542
H 0.7285 2.4252 -1.7602
O 0.1015 0.2412 0.1718
O 0.7725 0.1892 -2.9962
O 0.1715 -1.3228 3.0108
O 1.8605 2.2352 0.2458
H 0.2525 -1.6718 2.0968
H -2.0815 0.5842 -2.0212
H -2.4265 1.4882 0.3438
H -0.1955 0.2612 -3.0992
H -1.2595 3.4902 1.5448
O 0.0725 1.3992 2.9978
O 2.1505 -1.6828 -1.4982
H 0.8775 -3.3118 -0.1272
H 2.2235 -1.0818 0.8528
O -2.6595 0.8052 2.2048
H -2.3955 -0.0738 1.8808
H 0.3055 -0.2978 -0.6472
H -1.2165 -2.8568 -1.4422
O -1.9955 -1.4418 0.7708
O 3.4825 0.6372 -1.1042
H -2.9025 0.5882 -3.3752
H 0.2005 0.4432 2.7858
H -0.6685 2.7402 -1.1232
O 0.9245 -2.9028 0.7048
H 2.8305 1.2392 -0.7252
H -3.5805 1.1922 -0.7502
H 0.8525 -3.7568 1.1838
O -0.6335 -2.1378 -1.6682
H 3.0005 -1.3648 2.1078
H 0.9335 -0.2738 -3.8092
H -0.9415 -1.6098 -2.4302
H 2.6495 -2.1198 -2.1492
H 1.2855 -1.6848 -1.8422
H 0.9555 -1.6118 3.4648
H 0.1205 1.3682 3.9798
O -2.0875 0.3492 -2.9532
H 1.3705 2.9682 0.5758
O 2.9855 -0.7678 1.3728
O -2.6545 1.3372 -0.5872
H -0.3895 2.1852 1.3798
O -0.8375 2.8542 0.9358
*
```

***

(8)
Density functional theory data (ωB97M-V/def2-TZVPD) for the molecule C24H19FN4O2.

Output
- HOMO: -9.16 eV
- Structure (SMILES): O=C(/C=C/c1cnccc1-c1ccc(F)cc1)Nc1ccc(CCc2nnco2)cc1
- Calculated total energy: -37965.1411 eV
- E_LUMO: -0.293 eV

Geometry as ORCA input:
```
! RIJCOSX wB97M-V def2-TZVPD def2/J DEFGRID3
* xyz 0 1
H -0.4653 2.8025 -3.1683
C 3.4604 0.9207 8.7619
N 2.9440 2.0800 8.5219
H -2.8715 -2.2484 -0.2648
C -2.9878 -1.2795 -2.2127
C 0.7507 0.8353 2.9500
H 3.4632 -0.9668 2.7111
F -2.4995 -4.5844 -0.9048
H 0.0623 1.2227 3.7699
C 2.3664 0.1287 4.7221
C 3.4641 1.3627 6.6682
C 1.2576 0.4360 0.5142
N 0.9048 0.5440 -0.8715
H -0.4626 1.4568 1.1142
H -1.0272 2.3722 -5.4981
C -1.7270 0.6542 -4.4653
N -2.6444 1.6380 -6.5763
C -3.6492 -0.2636 -5.6731
H 4.5567 0.8670 4.9865
C 1.8871 0.2027 3.2428
H 3.1128 -0.5478 0.0585
C -3.6022 0.7574 -6.5912
H 1.4654 0.3177 5.4001
C 3.5110 1.1356 5.1744
H 0.7678 -0.3705 -1.2149
C 0.4459 0.9971 1.5269
C -2.6804 -1.4627 -3.6846
C 0.6123 1.7380 -1.5467
H 2.6940 -0.9283 4.6924
H -2.3405 -2.8700 -5.2589
O 3.9383 0.3975 7.5566
H 3.3484 2.0737 4.6398
H -2.0969 -4.8798 -3.5413
H -4.4887 -0.8632 -5.7118
H 3.5744 0.3644 9.7586
C 2.6003 -0.4411 2.3077
C -2.7550 -2.3040 -1.3647
C -1.7753 1.5673 -5.5400
H -4.4307 0.8800 -7.2991
C -0.1676 1.7803 -2.7412
C -2.5021 -3.5987 -1.8720
N 2.8442 2.3312 7.2520
C -2.3936 -3.8298 -3.2750
C -2.6765 -0.3910 -4.6229
C 2.3762 -0.2577 0.8780
C -0.6880 0.6544 -3.3445
O 0.7515 2.8507 -1.1083
H -0.5416 -0.2521 -2.7495
C -2.4645 -2.7119 -4.1594
H -3.2217 -0.3174 -1.9465
*
```